Entry 1:
ORCA calculation (wB97M-V/def2-TZVPD) on C4H5NO in the gas phase.

Cartesian coordinates (Å):
C: -1.60566 2.42497 0.53248
C: -0.82656 1.51544 0.43515
C: -0.45856 0.11577 0.43312
O: -1.10911 -0.66762 1.09140
N: 0.59123 -0.17265 -0.36493
C: 1.08085 -1.51669 -0.43713
H: -2.21432 3.28146 0.55385
H: 0.97996 0.56034 -0.93909
H: 2.15091 -1.52240 -0.22750
H: 0.86393 -1.94914 -1.41530
H: 0.54733 -2.06950 0.33796

The charge is 0. As for the energy above the lowest of the compared OMol25 structures with the same formula, charge and spin: 180.0 kJ/mol. As for the HOMO-LUMO gap: 10.84 eV. For the lowest unoccupied orbital energy, the calculation gives 0.85 eV. As for the structure (SMILES): C#CC(=O)NC.

---

Entry 2:
ORCA calculation (wB97M-V/def2-TZVPD) on C7H10ClFO2S in the gas phase.

Cartesian coordinates (Å):
C: 4.11101 -0.31536 -0.38414
C: 2.88328 -0.73963 0.24072
C: 1.72008 -0.52112 -0.40494
C: 0.43293 -0.74571 -0.00377
C: -0.72583 -0.66732 -0.68872
S: -2.33431 -0.92733 0.03852
O: -3.14021 -1.80624 -0.77495
O: -2.21400 -1.28090 1.42857
C: -3.01291 0.81620 -0.17136
C: -2.07356 1.76433 0.93285
F: -2.84021 1.16495 -1.47738
Cl: -4.66041 0.75400 0.29713
H: 4.76607 -1.08947 -0.92843
H: 4.70052 0.16900 0.34481
H: 3.97794 0.39575 -1.17349
H: 2.83640 -1.13596 1.25123
H: 1.86848 -0.23694 -1.45014
H: 0.27419 -1.06950 0.97653
H: -0.79330 -0.28212 -1.65892
H: -2.10163 2.66969 0.47898
H: -2.59450 1.68149 1.95723
H: -1.08005 1.40220 1.16966

The charge is 0. As for the energy above the lowest of the compared OMol25 structures with the same formula, charge and spin: 0.0 kJ/mol. As for the HOMO-LUMO gap: 8.98 eV. For the lowest unoccupied orbital energy, the calculation gives -0.34 eV. As for the structure (SMILES): C/C=C/C=C/S(=O)(=O)[C@@](C)(F)Cl.

---

Entry 3:
ORCA calculation (wB97M-V/def2-TZVPD) on 7 unconnected molecules or ions with the total composition C30H55N2O8.

Cartesian coordinates (Å):
O: 7.81870 1.25405 -0.15172
C: 6.88026 0.45152 -0.65918
O: 6.73172 -0.96972 -0.20447
C: 5.74309 0.92754 -1.78979
C: 4.28432 0.45856 -1.14238
C: 3.34458 -0.64544 -1.90510
C: 1.96086 -0.97411 -1.02411
N: 1.81865 -0.22393 0.26790
N: 2.56444 0.71855 0.89310
C: 3.83589 1.14172 0.26459
H: 6.62956 -0.94275 0.80147
H: 5.78840 2.10364 -1.99059
H: 5.92731 0.37614 -2.80494
H: 3.58264 -1.17551 -2.92870
H: 1.15406 -1.77659 -1.38366
H: 0.93601 -0.49815 0.80379
H: 4.55662 1.95151 0.73641
C: -1.50176 -0.99283 4.28534
C: -1.63990 0.50473 4.38001
C: -0.37973 0.98323 3.69250
O: -0.04555 -0.00096 2.70416
C: -0.85137 -1.16577 2.93022
H: -2.45040 -1.52823 4.37429
H: -0.82849 -1.35391 5.07189
H: -2.52086 0.83223 3.81545
H: -1.73353 0.87396 5.40442
H: 0.45698 1.04770 4.39615
H: -0.50815 1.95784 3.21282
H: -1.60164 -1.21252 2.13338
H: -0.22753 -2.06214 2.87519
C: -6.87101 1.72425 5.72014
C: -6.95824 1.75735 4.21614
C: -5.58099 1.28142 3.80835
O: -5.12833 0.38836 4.83532
C: -6.01026 0.50337 5.96058
H: -7.84335 1.66455 6.21560
H: -6.35573 2.62201 6.08187
H: -7.71682 1.04400 3.87296
H: -7.20664 2.74176 3.81148
H: -4.87242 2.11468 3.75395
H: -5.58473 0.76311 2.84512
H: -6.61726 -0.40752 6.00353
H: -5.42537 0.57674 6.88156
C: 6.59969 5.80861 -4.18659
C: 5.13911 6.00038 -4.50385
C: 4.70919 4.59837 -4.87691
O: 5.53202 3.69659 -4.12401
C: 6.60547 4.44328 -3.53460
H: 7.01627 6.58914 -3.54495
H: 7.18092 5.78147 -5.11599
H: 4.60433 6.32831 -3.60465
H: 4.95322 6.72893 -5.29706
H: 4.88140 4.39943 -5.93999
H: 3.65536 4.40946 -4.65280
H: 6.41012 4.51659 -2.45919
H: 7.54936 3.91138 -3.68238
C: -5.82281 -2.36284 -0.70143
C: -4.41206 -1.83384 -0.72758
C: -4.62330 -0.35586 -0.48147
O: -5.79800 -0.23321 0.33225
C: -6.46352 -1.50331 0.36626
H: -5.88739 -3.43189 -0.48359
H: -6.30591 -2.17957 -1.66857
H: -3.83669 -2.27137 0.09679
H: -3.88240 -2.03949 -1.66122
H: -4.80812 0.18066 -1.41814
H: -3.77370 0.11026 0.02586
H: -6.31389 -1.93209 1.36315
H: -7.53572 -1.36229 0.20436
C: 4.09473 -5.29494 2.27510
C: 4.24100 -3.79946 2.38846
C: 3.64008 -3.32257 1.08419
O: 2.63262 -4.27522 0.71726
C: 2.76990 -5.42996 1.55687
H: 4.11252 -5.81252 3.23753
H: 4.90073 -5.70052 1.65204
H: 3.64428 -3.43140 3.23139
H: 5.27284 -3.46781 2.52931
H: 4.38872 -3.30341 0.28511
H: 3.19312 -2.32772 1.16754
H: 1.93351 -5.42974 2.26432
H: 2.71243 -6.33697 0.94883
C: -1.53083 -0.06190 -5.42830
C: -2.76982 -0.79953 -5.86595
C: -3.16091 -1.53824 -4.60460
O: -2.72849 -0.73266 -3.49953
C: -1.86618 0.29949 -3.99784
H: -1.29756 0.80992 -6.04473
H: -0.66855 -0.73890 -5.45048
H: -3.55285 -0.08131 -6.13628
H: -2.60770 -1.46529 -6.71742
H: -2.64912 -2.50392 -4.53461
H: -4.23915 -1.70899 -4.53603
H: -2.41445 1.24647 -3.94622
H: -0.97791 0.37555 -3.36469

The charge is +1. As for the HOMO-LUMO gap: 5.93 eV. For the lowest unoccupied orbital energy, the calculation gives -4.91 eV.

---

Entry 4:
ORCA calculation (wB97M-V/def2-TZVPD) on a molecular structure, C10H22CrF6N4O10P2S3.

Cartesian coordinates (Å):
Cr: -0.09077 -0.34436 -0.30663
C: -0.86904 1.72159 -2.39914
C: -2.17217 -0.23410 -2.52084
N: -2.04301 -0.75492 -1.12496
C: -3.31808 -0.65767 -0.33292
C: -3.93795 0.73047 -0.17398
S: -3.18603 1.85614 1.02619
C: -2.26984 3.03480 -0.00214
C: -0.76307 2.83954 -0.19678
N: -0.31801 1.67146 -1.02121
H: -1.83026 2.22688 -2.37067
H: -0.20122 2.26249 -3.06363
H: -2.29336 -1.05524 -3.21406
H: -3.02987 0.42979 -2.57152
H: -1.86809 -1.75422 -1.20568
H: -3.12389 -1.09417 0.64620
H: -4.06285 -1.28145 -0.83414
H: -4.95362 0.57563 0.18691
H: -4.02612 1.25612 -1.12307
H: -2.38050 3.98327 0.52209
H: -2.80570 3.14808 -0.94370
H: -0.28056 2.75201 0.76794
H: -0.39207 3.74653 -0.68461
H: 0.69754 1.76136 -1.09967
N: 2.08393 1.18944 3.85332
C: 1.80914 0.06148 2.86246
C: 2.46657 -1.22371 3.36126
P: -0.06316 -0.03776 2.83925
O: -0.45928 -1.55755 3.06330
O: -0.45799 0.83312 3.98256
O: -0.52560 0.36030 1.44046
P: 2.54913 0.56439 1.24115
O: 2.06859 2.13080 1.19701
O: 4.01139 0.49507 1.29470
O: 1.78903 -0.18511 0.14104
H: 1.14354 1.34727 4.31029
H: 2.36489 2.04171 3.37124
H: 2.79501 0.93345 4.53212
H: 2.14863 -1.45504 4.38031
H: 3.55271 -1.12662 3.32886
H: 2.18357 -2.06348 2.72897
H: -0.70813 -1.74153 3.98245
H: 2.82253 2.66060 0.88478
F: 1.11436 -0.01035 -5.01089
C: 1.67682 -0.45608 -3.90614
F: 2.95304 -0.75640 -4.12812
F: 1.63077 0.50959 -2.97502
S: 0.83097 -2.09283 -3.43374
O: -1.01177 0.43966 -2.92812
O: -0.47170 -2.09719 -4.08526
N: 0.68254 -1.67882 -1.78816
S: 0.55870 -2.93005 -0.82387
O: -0.05700 -4.08339 -1.39108
O: -0.05484 -2.32360 0.37870
C: 2.24063 -3.52528 -0.26827
F: 2.11105 -3.96059 0.98252
F: 3.14307 -2.56483 -0.32034
F: 2.59741 -4.51668 -1.05776

The charge is +1. As for the energy above the lowest of the compared OMol25 structures with the same formula, charge and spin: 0.0 kJ/mol. Its spin multiplicity is 2. As for the HOMO-LUMO gap (spin up / spin down): 6.96 / 7.55 eV. For the lowest unoccupied orbital energy (spin up / spin down), the calculation gives -4.62 / -4.03 eV.

---

Entry 5:
ORCA calculation (wB97M-V/def2-TZVPD) on 3 unconnected molecules or ions with the total composition C3H11N2O4.

Cartesian coordinates (Å):
O: -0.39949 2.68848 -1.32644
C: -0.30952 1.66464 -0.70634
N: -1.43045 0.89158 -0.48933
C: 1.05719 1.04843 -0.55890
N: 1.65525 0.69682 0.71474
C: 0.77578 -0.24511 1.56900
O: -0.13312 -0.90304 0.86816
H: -1.05787 -0.03516 -0.02653
H: -2.28772 1.12788 -0.31002
H: 1.86317 1.57639 -1.08532
H: 0.95961 0.11758 -1.20670
H: 2.59754 0.30306 0.50780
H: 0.19435 0.44194 2.31626
H: 1.70106 -0.81764 2.05658
H: -2.39482 -1.43855 2.00530
H: -1.06606 -1.74664 1.67647
O: -1.94890 -2.18197 2.27942
H: 1.52911 -1.64754 -2.32596
H: 0.26451 -2.24370 -1.66055
O: 0.85436 -2.29899 -2.48960

The charge is -1. As for the energy above the lowest of the compared OMol25 structures with the same formula, charge and spin: 156.5 kJ/mol. As for the HOMO-LUMO gap: 8.28 eV. For the lowest unoccupied orbital energy, the calculation gives 3.57 eV.

---

Entry 6:
ORCA calculation (wB97M-V/def2-TZVPD) on a molecular structure, C25H42Cl3N4O3SiSn.

Cartesian coordinates (Å):
C: -0.50548 3.77106 -3.40324
C: -1.35723 2.55601 -3.24121
H: -0.75813 4.29519 -4.32895
H: 0.55785 3.50158 -3.40734
H: -0.65540 4.47760 -2.57394
C: -2.11511 2.05770 -4.23448
C: -2.15792 2.61045 -5.61246
H: -2.83862 1.26603 -4.04878
H: -1.17451 2.94791 -5.95325
H: -2.85254 3.45634 -5.69340
H: -2.51748 1.84572 -6.30643
Sn: 0.73286 0.45506 0.08321
Cl: -0.13450 2.33694 1.32236
Cl: 3.09382 -0.04161 -0.13890
C: -2.18947 -0.63656 1.16289
O: -1.11115 -0.73006 0.50621
N: -2.97788 -1.69887 1.28746
C: -2.62135 -2.97042 0.66071
C: -4.29461 -1.61573 1.90525
H: -2.51748 0.31121 1.61824
H: -1.53892 -3.09820 0.62685
H: -3.02833 -3.03197 -0.35828
H: -3.07304 -3.76790 1.25650
H: -4.43019 -0.61073 2.31682
H: -4.36859 -2.36238 2.70561
H: -5.08036 -1.81280 1.16232
H: 0.96252 0.52166 -3.81806
H: -1.20906 -1.08622 -4.87297
C: 1.35193 -0.50228 -3.72239
C: -0.52945 -1.88371 -4.53862
N: 0.26187 -1.41814 -3.40495
H: 2.12004 -0.53544 -2.94226
C: 0.04915 -1.84190 -2.14676
O: 0.78018 -1.52111 -1.17510
H: -1.10773 -2.76976 -4.26255
H: -0.81650 -2.52384 -2.01484
H: 1.77065 -0.80548 -4.68661
H: 0.15184 -2.12841 -5.36181
O: -0.13023 1.22077 -1.71832
C: -1.33881 1.92891 -1.84773
C: -2.56102 -0.20661 -2.24610
C: -2.56037 1.02433 -1.60655
H: -1.71845 -0.40499 -2.90763
C: -3.66113 -1.05614 -2.15878
H: -1.33101 2.75439 -1.11909
C: -3.69088 1.45330 -0.90299
H: -3.59976 -2.04239 -2.62075
C: -4.82117 -0.59682 -1.53395
C: -4.83517 0.64851 -0.90220
H: -3.65951 2.44230 -0.43035
H: -5.71614 -1.22332 -1.54435
H: -5.73709 0.99901 -0.39568
Si: 4.10927 3.16535 -0.51117
Cl: 2.14414 2.96375 -1.33541
C: 5.15012 1.83663 -1.37309
C: 3.78246 3.27922 1.33584
C: 4.86939 4.78025 -1.12181
H: 4.55140 1.30363 -2.12203
H: 5.60628 1.09659 -0.70404
H: 5.95686 2.35904 -1.90393
H: 5.17284 4.70827 -2.17533
H: 5.77658 5.02694 -0.55562
H: 4.18537 5.63340 -1.04127
H: 2.95492 2.64960 1.68942
H: 3.51261 4.32362 1.55549
H: 4.68036 3.03680 1.91932
N: 3.54531 -2.44050 5.05826
C: 2.75069 -1.89710 4.10253
C: 2.46459 -0.51570 4.09449
C: 1.65768 -0.00164 3.09170
N: 1.20470 -0.74345 2.05931
C: 1.46225 -2.07497 2.06197
C: 2.22616 -2.68411 3.05056
H: 3.88164 -1.89060 5.83487
H: 3.73314 -3.43167 5.09040
H: 2.89977 0.14930 4.83849
H: 1.40015 1.05469 3.07993
H: 1.09873 -2.66002 1.21508
H: 2.46030 -3.74828 2.98833

The charge is -1. As for the energy above the lowest of the compared OMol25 structures with the same formula, charge and spin: 60.7 kJ/mol. As for the HOMO-LUMO gap: 3.07 eV. For the lowest unoccupied orbital energy, the calculation gives 2.48 eV.

---

Entry 7:
ORCA calculation (wB97M-V/def2-TZVPD) on 9 unconnected molecules or ions with the total composition C48H45F6N8O7.

Cartesian coordinates (Å):
O: 2.04192 0.06397 5.75823
C: 2.91317 -0.44838 5.00620
O: 4.02548 -0.88219 5.25614
C: 2.45319 -0.43739 3.53156
C: 1.86505 0.77276 3.09262
C: 1.34441 0.92545 1.82184
C: 1.33960 -0.14444 0.94636
C: 0.65515 0.04940 -0.35751
O: 1.13352 0.57460 -1.31324
C: -0.86945 -0.31624 -0.47935
F: -1.00018 -1.42376 -1.24608
F: -1.50124 0.70514 -1.08839
C: -1.58784 -0.55499 0.85988
F: -1.08217 -1.67440 1.44151
F: -1.33769 0.50176 1.64897
C: -3.12560 -0.74278 0.80201
F: -3.46004 -1.46290 -0.27869
F: -3.71280 0.46784 0.71079
C: -3.61183 -1.45836 2.07475
O: -4.14890 -2.51001 2.04259
O: -3.34809 -0.72088 3.17806
C: 1.88231 -1.35689 1.35330
C: 2.48075 -1.49687 2.61520
C: 3.05551 -2.84293 2.90985
O: 4.08126 -3.05022 3.49982
C: 2.30200 -3.98071 2.32100
C: 1.71719 -3.83094 1.13532
C: 1.79753 -2.53082 0.46417
O: 1.76918 -2.43402 -0.74511
H: 1.77865 1.58856 3.78530
H: 0.87751 1.85837 1.54531
H: -2.77654 -1.23977 3.76316
H: 2.30559 -4.91450 2.85594
H: 1.19216 -4.61922 0.62121
N: -2.65730 -3.70404 -2.63068
C: -2.82327 -4.01547 -3.94982
C: -3.50909 -5.19967 -4.01939
C: -3.77894 -5.60767 -2.68363
C: -3.23602 -4.66354 -1.85085
H: -2.17375 -2.89403 -2.28919
H: -2.42895 -3.37794 -4.72222
H: -3.78022 -5.71543 -4.92534
H: -4.30365 -6.49470 -2.37081
H: -3.21400 -4.59394 -0.77667
N: -0.07269 -4.55794 -7.05170
C: -0.13299 -4.89261 -8.37699
C: -0.78319 -6.09451 -8.47312
C: -1.12610 -6.49656 -7.15083
C: -0.67389 -5.52408 -6.29892
H: 0.35821 -3.73196 -6.67889
H: 0.28778 -4.25245 -9.13303
H: -0.98931 -6.62678 -9.38663
H: -1.64324 -7.39537 -6.85977
H: -0.72651 -5.43456 -5.22905
N: 0.43946 5.80522 0.77744
C: 0.70325 4.88135 -0.19703
C: -0.45739 4.20098 -0.45260
C: -1.46035 4.73753 0.40175
C: -0.87545 5.72586 1.14653
H: 1.11008 6.44283 1.16382
H: 1.68775 4.78619 -0.62196
H: -0.57380 3.40303 -1.16773
H: -2.48968 4.42758 0.46512
H: -1.28007 6.37204 1.90578
N: -0.31748 7.97596 -3.40391
C: 0.10696 7.84398 -2.11192
C: 0.39151 9.09756 -1.63912
C: 0.12723 10.02002 -2.69014
C: -0.30943 9.29542 -3.76644
H: -0.59327 7.21485 -3.99555
H: 0.16760 6.87556 -1.64512
H: 0.74772 9.33024 -0.64959
H: 0.24318 11.09029 -2.65784
H: -0.61468 9.60454 -4.75102
N: 3.75709 -4.42782 -5.18428
C: 2.91040 -5.49254 -5.34173
C: 2.13274 -5.57387 -4.21826
C: 2.51887 -4.51270 -3.35105
C: 3.52384 -3.82527 -3.97542
H: 4.44320 -4.13298 -5.85257
H: 2.92730 -6.09334 -6.23496
H: 1.36331 -6.30570 -4.03973
H: 2.10308 -4.27520 -2.38564
H: 4.08522 -2.96100 -3.66552
N: -0.70517 1.17044 5.32979
C: -1.11075 2.44790 5.10396
C: -2.48772 2.46960 5.04969
C: -2.92759 1.13674 5.25944
C: -1.79657 0.36712 5.42901
H: 0.27668 0.83277 5.43371
H: -0.39089 3.24255 4.99769
H: -3.10424 3.33845 4.88346
H: -3.94733 0.78575 5.28720
H: -1.68040 -0.68825 5.61596
N: 8.10349 0.87129 2.36433
C: 7.40950 -0.26761 2.04020
C: 6.67817 -0.64264 3.13506
C: 6.93798 0.30364 4.16189
C: 7.81906 1.22322 3.65994
H: 8.71968 1.36826 1.75107
H: 7.49253 -0.70681 1.06057
H: 6.01782 -1.49136 3.20646
H: 6.50907 0.29990 5.14948
H: 8.26224 2.09687 4.10685
N: -4.79088 2.18954 3.02500
C: -4.74770 3.47888 2.58223
C: -5.98982 4.02906 2.76638
C: -6.81304 3.02512 3.34652
C: -6.04022 1.90235 3.49352
H: -4.01646 1.54689 3.01131
H: -3.84041 3.89488 2.17947
H: -6.27526 5.03712 2.51635
H: -7.84939 3.11721 3.62530
H: -6.27217 0.92948 3.89163

The charge is -1. As for the energy above the lowest of the compared OMol25 structures with the same formula, charge and spin: 0.0 kJ/mol. As for the HOMO-LUMO gap: 7.13 eV. For the lowest unoccupied orbital energy, the calculation gives 1.17 eV.

---

Max |F|: 0.0253 0.0999 0.1760 0.0142 0.1795 0.0826 0.0174 (Eh/bohr)